DFT (ωB97M-V/def2-TZVPD) results for C20H23N3O5S in the gas phase.

Computed properties:
largest force on an atom = 1.18 eV Å⁻¹
HOMO energy = -8.51 eV
SMILES string = CS(=O)(=O)N(CC(=O)Nc1ccccc1C(=O)N1CCOCC1)c1ccccc1
ΔE to the lowest compared entry with this formula, charge and spin = 32.40 kcal/mol

Atoms and positions in Å:
C -1.722 1.977 -2.038
H -2.580 1.332 -2.186
H -1.289 2.263 -2.987
S -0.472 1.027 -1.148
O -1.010 0.611 0.118
O 0.001 -0.021 -2.003
N 0.771 2.139 -1.048
C 0.552 3.370 -0.390
C -0.401 3.506 0.612
C -0.619 4.743 1.194
C 0.109 5.849 0.791
C 1.062 5.713 -0.205
C 1.281 4.485 -0.798
H 2.017 4.384 -1.581
H 1.636 6.570 -0.525
H -0.060 6.810 1.253
H -1.356 4.837 1.978
H -0.949 2.641 0.949
C 2.097 1.539 -0.957
H 2.201 0.835 -1.783
H 2.849 2.326 -1.022
C 2.182 0.855 0.413
O 2.473 1.485 1.408
N 1.812 -0.444 0.367
C 1.554 -1.311 1.429
C 1.871 -0.997 2.747
C 1.620 -1.905 3.758
C 1.060 -3.140 3.474
C 0.721 -3.451 2.169
C 0.941 -2.540 1.142
C 0.638 -2.906 -0.273
O 1.497 -2.811 -1.141
N -0.591 -3.405 -0.535
C -1.767 -3.232 0.288
H -2.273 -4.200 0.377
C -2.708 -2.217 -0.380
H -2.223 -1.232 -0.372
O -3.034 -2.596 -1.699
C -1.870 -2.729 -2.492
H -1.340 -1.768 -2.555
C -0.924 -3.775 -1.898
H -1.412 -4.755 -1.880
H 0.000 -3.823 -2.473
H -2.211 -3.032 -3.483
H -3.653 -2.164 0.163
H -1.494 -2.866 1.276
H 0.296 -4.416 1.936
H 0.887 -3.857 4.262
H 1.877 -1.651 4.776
H 2.320 -0.043 2.967
H 1.626 -0.853 -0.545
H -1.991 2.843 -1.449



DFT (ωB97M-V/def2-TZVPD) results for C4H3NO2 in the gas phase.

Computed properties:
largest force on an atom = 1.11 eV Å⁻¹
HOMO energy = -10.30 eV
ΔE to the lowest compared entry with this formula, charge and spin = 54.60 kcal/mol

Atoms and positions in Å:
O 2.524 1.124 0.260
C 1.524 0.505 0.436
C 0.378 -1.222 -2.104
N -0.385 -0.899 -1.266
C -1.217 -0.465 -0.252
C -0.852 0.474 0.623
O 0.330 1.151 0.637
H 1.448 -0.590 0.497
H -2.205 -0.910 -0.207
H -1.546 0.832 1.375